DFT (ωB97M-V/def2-TZVPD) results for 12 unconnected molecules or ions with the total composition C25H75N18O13 at a distorted geometry.

Structure (ORCA input):
```
! wB97M-V def2-TZVPD RIJCOSX def2/J DEFGRID3
* xyz 0 2
C -0.440 1.265 0.328
C -1.309 -0.003 0.192
O -1.890 -0.199 -0.858
O -1.460 -0.751 1.178
H -0.859 2.110 -0.218
H 0.489 0.935 -0.138
H -0.432 1.571 1.374
C 2.501 3.415 1.843
C 2.093 2.870 3.184
C 3.218 2.105 3.974
O 4.556 2.602 3.742
C 5.606 1.865 4.484
N 1.592 3.962 4.020
H 2.962 2.569 1.332
H 3.206 4.245 1.898
H 1.730 3.945 1.285
H 1.268 2.167 3.067
H 3.157 1.114 3.525
H 3.003 2.182 5.040
H 6.613 2.103 4.142
H 5.603 0.781 4.365
H 5.590 1.954 5.570
H 0.676 4.197 3.666
H 2.113 4.822 3.918
C 4.719 -3.574 3.867
C 5.037 -3.140 2.478
C 4.473 -1.737 2.070
O 3.015 -1.816 2.211
C 2.473 -0.761 1.510
N 6.431 -3.133 2.258
H 4.985 -4.602 4.112
H 3.674 -3.468 4.160
H 5.309 -3.018 4.595
H 4.697 -3.938 1.819
H 4.788 -1.699 1.027
H 5.076 -0.934 2.492
H 1.859 -0.158 2.179
H 1.785 -1.261 0.828
H 3.131 -0.089 0.958
H 6.768 -4.020 2.604
H 6.478 -3.241 1.255
C -0.745 4.680 -4.999
C 0.466 4.235 -4.050
C 0.031 4.194 -2.506
O -0.117 5.515 -1.973
C -0.566 5.608 -0.543
N 0.868 2.946 -4.680
H -1.546 3.961 -4.824
H -0.383 4.782 -6.022
H -1.251 5.601 -4.710
H 1.265 4.962 -4.192
H 0.485 3.513 -1.787
H -0.913 3.661 -2.627
H -0.032 5.007 0.193
H -1.520 5.082 -0.533
H -0.702 6.629 -0.188
H 0.085 2.326 -4.531
H 1.617 2.560 -4.123
C 0.695 -2.574 -5.359
C -0.030 -2.793 -4.033
C 0.462 -4.127 -3.319
O -0.405 -4.289 -2.179
C -0.394 -5.564 -1.588
N 0.250 -1.685 -3.116
H 1.180 -3.463 -5.763
H 1.527 -1.926 -5.084
H 0.029 -2.254 -6.161
H -1.078 -2.921 -4.305
H 1.513 -4.055 -3.037
H 0.338 -4.936 -4.039
H -0.537 -6.355 -2.325
H -1.063 -5.795 -0.759
H 0.552 -5.863 -1.136
H -0.140 -2.099 -2.281
H -0.309 -0.897 -3.410
C -4.298 -2.855 -1.922
O -4.810 -3.920 -1.756
N -3.029 -2.633 -2.021
N -4.932 -1.687 -1.765
H -2.486 -3.483 -2.069
H -2.655 -1.716 -1.817
H -5.927 -1.722 -1.596
H -4.443 -0.814 -1.903
C 2.865 0.585 -3.278
O 3.765 1.375 -3.372
N 1.801 0.838 -2.575
N 2.940 -0.710 -3.594
H 0.965 0.276 -2.490
H 1.677 1.783 -2.242
H 2.070 -1.206 -3.728
H 3.732 -0.922 -4.183
C -2.378 1.176 -3.914
O -1.457 0.515 -4.253
N -3.234 1.464 -4.812
N -2.632 1.653 -2.706
H -3.869 2.217 -4.591
H -3.300 0.990 -5.701
H -3.523 2.098 -2.540
H -2.258 1.040 -1.995
C -2.790 -3.342 4.057
O -2.836 -4.111 4.981
N -3.065 -3.601 2.842
N -2.102 -2.240 4.077
H -3.528 -4.499 2.814
H -3.031 -2.845 2.173
H -2.086 -1.661 3.249
H -1.606 -1.818 4.850
C -2.468 5.136 3.206
O -1.642 5.547 4.006
N -3.149 5.858 2.405
N -2.484 3.928 2.697
H -3.795 5.348 1.820
H -3.133 6.830 2.681
H -3.244 3.721 2.065
H -1.995 3.248 3.262
C -0.071 -4.118 1.903
O 0.147 -5.307 2.088
N -0.476 -3.630 0.839
N 0.202 -3.157 2.764
H -0.534 -2.657 0.574
H -0.482 -4.213 0.014
H 0.504 -3.404 3.696
H -0.040 -2.238 2.421
C -6.004 -0.404 1.894
O -6.882 0.399 2.027
N -6.117 -1.717 2.024
N -4.833 -0.035 1.333
H -6.840 -2.089 2.623
H -5.335 -2.342 1.887
H -4.612 0.928 1.124
H -4.177 -0.759 1.076
*
```

Results
**Calculated total energy**: -80575.999 eV
**E_LUMO (spin up / spin down)**: -0.644 / -6.651 eV
**Gap between HOMO and LUMO (spin up / spin down)**: 7.7 / 1.7 eV

Atom charges from the Löwdin analysis, given in e for atoms 1 to 8: 0.0072 -0.7460 -0.0564 -0.0465 0.0498 0.0589 0.0658 -0.0713